# 1
ORCA calculation (the ωB97M-V functional and the def2-TZVPD basis) on a gas-phase ion, C4H9IN3O2 (charge +1).

Last column: Mulliken charge in e.
Cartesian coordinates (Å):
H 0.0804 -2.6835 0.0724  0.332
I 1.4061 0.4788 -2.3308  0.061
C 0.4833 0.8616 0.6007  0.721
C 0.6220 -0.1094 -0.4262  -0.736
H -1.9063 0.1857 -1.8386  0.539
H 1.1234 -2.8527 1.2739  0.429
H -0.1487 2.8287 0.5122  0.285
O 1.1018 0.9146 1.6376  -0.608
N -1.1369 1.7629 -0.8250  -0.088
C -1.8118 0.6354 -0.9410  0.035
N -0.4938 1.8906 0.4399  -0.405
O -2.4693 0.0943 -0.0150  -0.320
H 2.0868 -1.6457 -0.7083  0.414
C 0.6746 -2.0692 0.7607  -0.897
H 2.0970 -0.6645 0.7838  0.304
N 1.5780 -1.1201 0.0905  -0.089
H -2.6092 0.6324 0.7573  0.400
H 0.1131 -1.6148 1.6176  0.290
H -0.7905 2.4750 -1.4615  0.335

Output
Relative energy (zero: lowest compared OMol25 entry of this formula, charge and spin): 53.73 kcal per mole
LUMO energy: -4.0 eV
E: -20949.401 eV
Net charge: +1
HOMO-LUMO gap: 0.291 hartree
HOMO energy: -11.9 eV
Structure (SMILES): C[NH2+]/C(I)=C(\[O-])N/[NH+]=C\O


# 2
ORCA calculation (the ωB97M-V functional and the def2-TZVPD basis) on a gas-phase ion, C4H9IN4 (charge +2).

Last column: Mulliken charge in e.
Cartesian coordinates (Å):
C 0.4543 0.0874 0.0268  0.062
C 2.6626 -0.8087 -0.2179  -0.101
H -1.1269 -0.9217 -1.4290  0.458
H -0.9531 -1.9203 1.3369  0.251
H 0.2988 1.8020 1.3149  0.352
H -1.8906 2.2889 0.4144  0.357
C -0.0174 1.5056 0.2500  -0.599
C -1.0762 -0.7252 -0.3090  0.042
H 0.6082 2.3721 -0.1488  0.454
I -4.0044 -0.1008 -0.0318  0.433
N 1.6017 -0.3190 0.1051  0.147
H -1.1747 -2.7976 -0.2522  0.263
H -1.6617 1.6557 -1.1144  0.459
N -1.9209 0.2031 0.3832  -0.777
H 2.9877 -0.9943 -1.2667  0.286
H 3.4903 -1.2337 0.4359  0.285
N -1.4132 1.5463 -0.0713  0.046
N -1.0394 -1.9488 0.3003  -0.418

Output
Relative energy (zero: lowest compared OMol25 entry of this formula, charge and spin): 37.97 kcal per mole
LUMO energy: -8.7 eV
E: -18333.155 eV
Net charge: +2
HOMO-LUMO gap: 0.316 hartree
HOMO energy: -17.3 eV
Structure (SMILES): C=[N+]=C1C[NH2+]N(I)[C@@H]1N


# 3
ORCA calculation (the ωB97M-V functional and the def2-TZVPD basis) on 2 unconnected molecules or ions with the total composition C4H9INO.

Last column: Mulliken charge in e.
Cartesian coordinates (Å):
H 1.2205 -1.0203 -1.2856  0.177
H -1.1209 1.4662 -0.9782  0.379
C 1.0968 0.9650 0.0914  -0.193
H -0.5399 -1.4273 -1.3783  0.400
H 0.2135 0.1169 -2.0905  0.458
N -1.2942 0.9056 -0.1229  -0.301
O 1.1692 2.1658 0.1969  -0.319
C -0.0040 0.0516 0.0263  1.244
H 0.4805 -1.3766 1.6344  0.416
H -1.2139 1.4590 0.6677  0.347
I 3.7183 -0.7269 0.1430  0.093
H -1.0469 -1.4308 1.3171  0.512
H -0.4945 -0.1097 2.0706  0.501
H -2.0902 0.3256 -0.3243  0.349
C -0.2883 -0.7636 1.2807  -1.793
C 0.1938 -0.6007 -1.2481  -1.269

Output
Relative energy (zero: lowest compared OMol25 entry of this formula, charge and spin): 58.22 kcal per mole
LUMO energy (alpha / beta): -5.2 / -5.9 eV
E: -15922.419 eV
Net charge: +1
HOMO-LUMO gap (alpha / beta): 0.290 / 0.254 hartree
HOMO energy (alpha / beta): -13.1 / -12.8 eV


# 4
ORCA calculation (the ωB97M-V functional and the def2-TZVPD basis) on 2 unconnected molecules or ions with the total composition C4H9INO.

Last column: Mulliken charge in e.
Cartesian coordinates (Å):
H -0.4337 -1.6012 1.4212  0.296
N 1.0479 1.9645 -0.5114  -0.227
H -0.0335 0.1264 -1.9348  0.429
C 1.3907 1.0149 0.2774  -0.341
O 0.4759 -1.6550 -1.2092  -0.388
H -1.6139 0.8132 -0.2660  0.377
H -1.6350 -0.4057 1.9928  0.327
H 0.8448 1.0424 1.1806  0.481
H 0.0454 2.3532 -0.3042  0.311
C -0.2917 -0.5995 -1.1056  -0.407
C -1.1684 -0.2865 -0.1339  0.119
C -1.3771 -0.9953 1.1224  -1.224
H 0.3135 -2.1421 -0.4391  0.304
H -2.1755 -1.8281 1.1692  0.293
I 3.0434 -0.1177 0.0374  0.394
H 1.5671 2.3165 -1.2969  0.256

Output
Relative energy (zero: lowest compared OMol25 entry of this formula, charge and spin): 49.28 kcal per mole
LUMO energy: -5.1 eV
E: -15922.807 eV
Net charge: +1
HOMO-LUMO gap: 0.279 hartree
HOMO energy: -12.7 eV


# 5
ORCA calculation (the ωB97M-V functional and the def2-TZVPD basis) on 2 unconnected molecules or ions with the total composition C4H9INO2.

Last column: Mulliken spin population.
Cartesian coordinates (Å):
H -2.1263 -0.6691 0.8375  -0.004
C -1.4077 -0.9814 0.0179  0.365
H -1.9418 1.4015 -0.9490  0.002
I 3.3394 -0.5919 0.5150  0.119
O 0.7639 0.0317 -0.7951  0.004
O -1.0748 1.2719 -0.6224  0.012
H 2.0384 2.4171 0.0710  0.020
H -0.4245 -2.7375 -0.9312  0.022
H 1.6210 1.7071 1.6306  -0.001
C 1.3921 0.2924 0.3260  0.441
H -1.7168 -2.9970 0.3135  0.016
N 1.3993 1.7261 0.6480  -0.037
H 0.4053 2.0203 0.5154  -0.009
H -0.8378 -0.3209 -1.9546  0.025
C -0.6899 0.0109 -0.8943  0.064
H 0.4886 -0.3237 1.5859  0.427
C -1.2283 -2.2576 -0.3141  0.534

Output
Relative energy (zero: lowest compared OMol25 entry of this formula, charge and spin): 43.22 kcal per mole
Expectation value of S²: 2.013
Spin multiplicity: 3
LUMO energy (alpha / beta): -3.9 / -8.1 eV
E: -17964.324 eV
Net charge: +1
HOMO-LUMO gap (alpha / beta): 0.196 / 0.175 hartree
HOMO energy (alpha / beta): -9.2 / -12.9 eV


# 6
ORCA calculation (the ωB97M-V functional and the def2-TZVPD basis) on 2 unconnected molecules or ions with the total composition C4H9IO2Si.

Last column: Mulliken charge in e.
Cartesian coordinates (Å):
O 0.9843 -1.3077 1.0175  -0.164
Si 1.6454 -0.3530 -0.0373  0.496
C 1.0628 -1.6089 -2.4215  -0.652
C 0.9199 -0.4802 -1.6984  -0.090
H 1.5156 -1.9008 3.0481  0.228
H 1.0791 3.8713 -0.1295  0.255
H 0.3461 2.4842 -1.0085  0.220
O 1.2580 1.9325 0.7424  -0.614
H 2.1193 2.6659 -1.0032  0.163
H 0.5528 0.4303 -2.1008  0.299
I 4.0986 -0.0857 -0.0906  -0.073
H 1.6872 -2.2907 -1.9642  0.238
C 1.1518 2.7592 -0.3239  -0.564
H 0.9089 -0.1162 2.6284  0.351
H -0.1574 -1.6245 2.6839  0.227
C 0.8539 -1.1353 2.4442  -0.599
H 0.7215 -1.6961 -3.4381  0.280

Output
Relative energy (zero: lowest compared OMol25 entry of this formula, charge and spin): 68.00 kcal per mole
LUMO energy: 0.1 eV
E: -24365.762 eV
Net charge: 0
HOMO-LUMO gap: 0.316 hartree
HOMO energy: -8.5 eV


# 7
ORCA calculation (the ωB97M-V functional and the def2-TZVPD basis) on a molecular structure, C4H9InO4.

Last column: Mulliken charge in e.
Cartesian coordinates (Å):
H 1.1927 -5.8296 -0.1508  0.333
O -0.8375 1.9228 0.5266  -0.522
O 1.1392 2.3486 -0.6096  -0.247
H 1.7179 1.3076 -2.3015  0.282
H 0.2996 -7.1605 0.0748  0.348
C 0.8023 1.6803 -1.8423  -0.641
H 0.0824 2.2610 -2.4191  0.292
C 0.0510 4.0718 2.2728  -0.661
H -0.8969 3.6430 2.5979  0.310
In -5.6744 -1.5469 -0.7605  1.000
H 0.3403 0.7430 -1.5323  0.288
H 0.6085 -6.7349 -1.6116  0.301
O 0.8537 3.3727 1.2782  -0.239
O -0.8389 -5.5970 -0.5592  0.036
H 0.6616 4.2060 3.1658  0.276
H -0.1106 5.1353 2.0971  0.305
C 0.2558 2.5088 0.4052  0.795
C 0.3533 -6.3320 -0.6315  -0.255

Output
Relative energy (zero: lowest compared OMol25 entry of this formula, charge and spin): 28.88 kcal per mole
LUMO energy: -13.5 eV
E: -17632.912 eV
Net charge: +2
HOMO-LUMO gap: 0.062 hartree
HOMO energy: -15.2 eV


# 8
ORCA calculation (the ωB97M-V functional and the def2-TZVPD basis) on 2 unconnected molecules or ions with the total composition C4H9N.

Last column: Mulliken spin population.
Cartesian coordinates (Å):
H 0.1466 -2.3247 -0.6057  0.073
C -1.7561 -1.4838 -1.1514  1.246
H -0.2090 0.7558 2.0936  -0.331
H 1.1785 3.0082 -0.2710  -0.546
C 1.3159 1.2509 0.8105  -0.124
H -0.3440 2.4762 0.1758  -0.597
N 0.6446 2.2551 0.1388  1.880
C 0.8349 0.5685 1.8553  0.599
H -0.2897 -2.6249 -2.3184  -0.099
H -2.1112 -1.4585 -0.1330  -0.325
H 1.3329 -0.1866 2.4425  -0.210
H 2.2058 0.9567 0.2657  -0.083
H -2.3370 -0.9998 -1.9326  -0.700
C -0.6122 -2.1932 -1.3700  0.216

Output
Relative energy (zero: lowest compared OMol25 entry of this formula, charge and spin): 46.37 kcal per mole
Expectation value of S²: 0.751
Spin multiplicity: 2
LUMO energy (alpha / beta): 4.6 / 4.2 eV
E: -5780.177 eV
Net charge: -1
HOMO-LUMO gap (alpha / beta): 0.111 / 0.313 hartree
HOMO energy (alpha / beta): 1.6 / -4.3 eV


# 9
ORCA calculation (the ωB97M-V functional and the def2-TZVPD basis) on a gas-phase ion, C4H9N (charge -1).

Last column: Mulliken spin population.
Cartesian coordinates (Å):
C 1.1723 0.6283 -0.1028  0.664
H -0.1966 -1.5218 -0.4036  -0.002
C -1.5633 -0.7309 1.0519  0.040
C -0.9241 -0.7134 -0.3398  0.055
H -0.8302 -0.5229 1.8263  0.006
N -0.1592 0.4805 -0.5783  0.028
H -2.2956 0.0811 1.1130  0.017
H 2.3492 1.6508 -1.6935  0.059
C 2.3086 0.9367 -0.8827  0.231
H 1.3805 0.1711 0.8635  0.030
H -0.7111 1.3207 -0.6029  0.052
H -2.1173 -1.6457 1.2928  -0.052
H -1.6937 -0.8432 -1.1111  -0.036
H 3.2805 0.7088 -0.4328  -0.092

Output
Relative energy (zero: lowest compared OMol25 entry of this formula, charge and spin): 29.35 kcal per mole
Expectation value of S²: 0.753
Spin multiplicity: 2
LUMO energy (alpha / beta): 4.3 / 4.2 eV
E: -5780.915 eV
Net charge: -1
HOMO-LUMO gap (alpha / beta): 0.109 / 0.239 hartree
HOMO energy (alpha / beta): 1.3 / -2.3 eV


# 10
ORCA calculation (the ωB97M-V functional and the def2-TZVPD basis) on 2 unconnected molecules or ions with the total composition C4H9N.

Last column: Mulliken charge in e.
Cartesian coordinates (Å):
H 0.0307 -0.8972 -1.7964  0.228
H 1.7023 -1.5519 -2.1186  0.268
H 0.9234 1.1269 -0.8818  0.288
C 1.5872 0.2967 -1.0786  -0.339
H 0.0247 -1.1025 0.7239  0.225
H -1.5413 0.3275 -0.6535  0.294
H -1.9055 1.9310 0.2796  0.239
N -0.4814 -0.8160 1.5567  -0.455
C -1.5683 0.9071 0.2566  -0.988
H -1.3673 0.8659 2.3644  0.301
H -0.0184 -1.0505 2.4016  0.216
C -1.1260 0.3933 1.4176  0.163
H 2.6475 0.4040 -0.8897  0.230
C 1.0923 -0.8343 -1.5820  -0.669

Output
Relative energy (zero: lowest compared OMol25 entry of this formula, charge and spin): 36.22 kcal per mole
LUMO energy: 1.2 eV
E: -5782.241 eV
Net charge: 0
HOMO-LUMO gap: 0.341 hartree
HOMO energy: -8.0 eV
Structure (SMILES): C=CN.C=C


# 11
ORCA calculation (the ωB97M-V functional and the def2-TZVPD basis) on a single C4H9N molecule.

Last column: Mulliken charge in e.
Cartesian coordinates (Å):
N -0.8237 -0.7452 1.6606  -0.577
C 0.6868 1.1397 -1.4113  -1.050
H 0.4474 2.0522 -1.9699  0.325
H 1.2165 -0.4860 0.8005  0.408
C -0.6648 -1.5707 0.4700  -0.436
H -1.2052 0.9621 -0.3085  0.273
H -0.1273 -2.5181 0.5696  0.271
C 0.1643 -0.3416 0.6317  -0.070
H -0.3640 -1.1252 2.4780  0.232
H -1.5698 -1.5532 -0.1277  0.227
H 0.5066 0.2859 -2.1013  0.289
H 0.0770 1.8163 0.6029  0.240
C -0.1255 0.9644 -0.0948  -0.419
H 1.7816 1.1195 -1.1999  0.287

Output
Relative energy (zero: lowest compared OMol25 entry of this formula, charge and spin): 21.18 kcal per mole
LUMO energy: 1.2 eV
E: -5782.893 eV
Net charge: 0
HOMO-LUMO gap: 0.397 hartree
HOMO energy: -9.6 eV
Structure (SMILES): CC[C@@H]1CN1


# 12
ORCA calculation (the ωB97M-V functional and the def2-TZVPD basis) on a single C4H9N molecule.

Last column: Mulliken charge in e.
Cartesian coordinates (Å):
H 0.8050 -2.6454 -0.2761  0.347
H 0.3113 -1.8465 1.1630  0.290
H 1.7738 -1.2763 0.2723  0.315
H 0.2978 2.1157 1.0014  0.397
H 1.1866 0.5647 1.1806  0.317
H -0.1913 -1.1393 -1.5960  0.266
C 0.7583 -1.6560 0.1887  -0.961
H -0.4655 0.7004 1.7404  0.267
C 0.2297 1.0343 0.9687  -1.228
N -0.1486 -0.8592 -0.6353  -0.271
H -1.8608 0.9161 -1.8033  0.297
H -1.2744 2.2945 -0.7631  0.242
C -1.1573 1.2574 -1.0603  -0.961
C -0.2648 0.5396 -0.3810  0.682

Output
Relative energy (zero: lowest compared OMol25 entry of this formula, charge and spin): 18.58 kcal per mole
LUMO energy: 1.1 eV
E: -5783.006 eV
Net charge: 0
HOMO-LUMO gap: 0.326 hartree
HOMO energy: -7.8 eV
Structure (SMILES): C=C(C)NC


# 13
ORCA calculation (the ωB97M-V functional and the def2-TZVPD basis) on 2 unconnected molecules or ions with the total composition C4H9N.

Last column: Mulliken charge in e.
Cartesian coordinates (Å):
C 4.4550 0.0452 0.5505  -0.543
N -3.1542 0.0619 0.4756  -0.360
C 5.3826 -0.0549 -0.3902  -0.412
H -4.0265 -0.4068 -1.4964  0.230
H -4.3317 0.5403 2.2603  0.201
H -2.5386 0.5646 -1.6167  0.221
H -2.3969 -1.2285 -1.1008  0.225
C -4.3370 0.1347 1.1227  -0.232
H 4.1390 0.9531 1.0983  0.185
H 3.6766 -0.5768 0.8398  0.286
H 5.3888 -0.7611 -1.1175  0.295
C -3.0074 -0.2820 -0.9495  -0.558
H -5.2916 0.1859 0.7095  0.273
H 6.0419 0.8243 -0.3856  0.189

Output
Relative energy (zero: lowest compared OMol25 entry of this formula, charge and spin): 77.14 kcal per mole
LUMO energy: 1.0 eV
E: -5780.467 eV
Net charge: 0
HOMO-LUMO gap: 0.390 hartree
HOMO energy: -9.6 eV
Structure (SMILES): C=NC.C=C


# 14
ORCA calculation (the ωB97M-V functional and the def2-TZVPD basis) on a molecular structure, C4H9N.

Last column: Mulliken charge in e.
Cartesian coordinates (Å):
C -0.5982 -0.8350 -0.7172  -0.435
H 1.0001 1.3651 1.5261  0.273
H 2.8159 1.3176 0.0769  0.218
H -2.4925 -1.0869 0.4808  0.300
C -0.2264 0.3316 0.1472  -0.402
H 1.3211 -0.4373 1.4719  0.197
H -2.6613 0.0962 -0.9406  0.312
C -2.0012 -0.5194 -0.3217  -0.633
C 1.0085 0.4715 0.9070  -0.059
H 1.7137 0.7408 -0.9671  0.231
H -0.3880 -1.8433 -0.3148  0.200
H -1.3496 0.6459 0.4806  0.141
N 2.1499 0.5706 -0.0626  -0.605
H -0.2919 -0.8174 -1.7664  0.261

Output
Relative energy (zero: lowest compared OMol25 entry of this formula, charge and spin): 125.17 kcal per mole
LUMO energy: 0.1 eV
E: -5778.384 eV
Net charge: 0
HOMO-LUMO gap: 0.259 hartree
HOMO energy: -7.0 eV


# 15
ORCA calculation (the ωB97M-V functional and the def2-TZVPD basis) on a single C4H9N molecule.

Last column: Mulliken charge in e.
Cartesian coordinates (Å):
C 1.4004 -0.8942 0.0075  -0.900
H -1.4994 -1.4320 -0.5577  0.230
N 0.8889 0.3389 -0.5051  -0.310
H 1.2288 -1.0103 1.0742  0.284
C -0.5254 0.5988 -0.3878  0.315
H 2.5654 -0.8433 -0.0141  0.249
C -1.5961 -0.4387 0.0565  -0.951
H 0.3456 1.0745 1.2013  0.428
H -2.7898 -0.1557 -0.1606  0.270
C 0.4301 1.4170 0.3057  -0.678
H 1.0838 -1.5528 -0.7780  0.397
H -0.6807 1.1686 -1.4159  0.203
H 0.7013 2.4745 0.0114  0.201
H -1.5529 -0.7453 1.1625  0.262

Output
Relative energy (zero: lowest compared OMol25 entry of this formula, charge and spin): 75.16 kcal per mole
LUMO energy: 1.1 eV
E: -5780.553 eV
Net charge: 0
HOMO-LUMO gap: 0.357 hartree
HOMO energy: -8.6 eV
Structure (SMILES): C[C@H]1CN1C


# 16
ORCA calculation (the ωB97M-V functional and the def2-TZVPD basis) on a single C4H9N molecule.

Last column: Mulliken charge in e.
Cartesian coordinates (Å):
C -0.2724 1.2093 -2.1015  -0.747
C 0.1047 -1.0391 0.8350  -0.068
H 0.5007 1.8057 -1.6314  0.347
H 0.3258 0.9528 0.4364  0.233
H 1.3993 -0.4678 2.4778  0.278
N -0.1845 -0.1068 -1.4113  -0.410
H 0.1236 -1.9551 0.2383  0.350
C 0.3641 -0.7699 2.2999  -1.160
H -1.0628 -0.5857 -1.4576  0.276
H -0.3444 -0.0259 2.6430  0.304
H -1.2616 1.6629 -2.0835  0.247
H -0.0264 0.9943 -3.1390  0.255
H 0.2778 -1.6686 2.9117  0.338
C 0.0561 -0.0061 -0.0177  -0.242

Output
Relative energy (zero: lowest compared OMol25 entry of this formula, charge and spin): 26.46 kcal per mole
LUMO energy: 1.2 eV
E: -5782.664 eV
Net charge: 0
HOMO-LUMO gap: 0.338 hartree
HOMO energy: -8.0 eV
Structure (SMILES): C/C=C/NC